59
Properties=species:S:1:pos:R:3 method="wB97M-V/def2-TZVPD" largest_force_ev_per_a=0.33 gap_ev=7.411 e_lumo_ev=-2.34 de_lowest_kj_mol=0.0 total_charge=+1 e_homo_ev=-9.75
Fe 0.578 0.478 0.223
I 6.399 -2.784 -2.951
C 5.048 -1.814 -1.692
C 4.776 -2.335 -0.436
C 3.879 -1.689 0.398
I 3.426 -2.480 2.270
C 3.245 -0.498 0.016
O 2.427 0.148 0.807
C 3.517 -0.010 -1.281
C 2.730 1.184 -1.728
N 1.281 0.867 -1.646
C 0.931 -0.243 -2.561
C 0.573 -1.503 -1.815
C 0.518 -2.732 -2.455
C 0.237 -3.864 -1.715
C 0.030 -3.733 -0.348
C 0.102 -2.476 0.216
N 0.352 -1.369 -0.502
C 4.411 -0.657 -2.118
H 5.258 -3.246 -0.108
H 3.001 1.454 -2.753
H 2.923 2.056 -1.099
H 0.709 1.668 -1.890
H 1.787 -0.477 -3.196
H 0.118 0.058 -3.224
H 0.721 -2.791 -3.516
H 0.201 -4.836 -2.188
H -0.163 -4.591 0.278
H -0.009 -2.345 1.283
H 4.606 -0.262 -3.108
N 1.082 2.344 1.057
N 0.939 2.410 2.453
C 0.410 1.379 3.136
N 0.403 1.476 4.468
S -0.251 0.043 2.359
H 2.077 2.301 0.841
H 0.627 3.149 0.638
H 1.448 3.133 2.937
H 0.861 2.223 4.963
H 0.071 0.690 4.999
O -1.143 1.245 -0.597
C -2.353 0.975 -0.458
C -3.419 1.965 -0.840
C -4.215 2.499 0.381
C -4.030 1.706 1.675
C -4.588 0.285 1.631
C -4.136 -0.487 0.388
N -2.753 -0.199 0.029
H -4.088 1.482 -1.555
H -2.925 2.779 -1.367
H -5.274 2.537 0.122
H -3.910 3.530 0.563
H -4.506 2.249 2.493
H -2.964 1.664 1.927
H -5.680 0.311 1.631
H -4.287 -0.250 2.533
H -4.770 -0.248 -0.466
H -4.216 -1.562 0.539
H -2.019 -0.807 0.361